A structure of composition C2H10OSi3 at a distorted geometry. Source: OMol25; level of theory: the ωB97M-V functional and the def2-TZVPD basis.

The geometry in XYZ format:
```
16
Properties=species:S:1:pos:R:3:forces:R:3:nbo_charge:R:1
C -2.158334 0.233446 -0.178114 -0.722 -0.801 0.321 0.229
C -1.484268 1.522057 -0.282498 2.416 2.935 -2.479 -0.747
O -3.260883 0.086341 -0.680606 0.514 -0.193 0.312 -0.538
Si 2.620727 0.413273 0.137094 -3.083 1.509 -0.897 0.428
Si -1.247357 -1.248994 0.683806 0.895 -0.642 -3.148 0.622
Si 1.428798 -1.520991 -0.318718 -2.132 -1.179 1.563 0.168
H -0.680434 1.895556 0.442340 -1.107 -1.202 -0.866 0.239
H -2.154682 2.378908 -0.460148 -0.250 -0.492 0.375 0.245
H -0.983986 1.486043 -1.383844 -0.609 -0.100 2.446 0.249
H 3.666094 0.370043 1.051736 1.364 -0.276 1.295 -0.137
H 1.427623 1.350794 0.689424 1.553 -0.916 -0.430 -0.138
H 3.074942 1.058970 -1.103322 0.113 0.028 -0.141 -0.129
H -2.169408 -2.389810 0.259868 0.721 0.355 0.485 -0.124
H -1.238432 -0.979086 2.065945 0.139 0.131 1.506 -0.163
H 1.772072 -2.550623 0.803828 0.023 0.540 -1.146 -0.110
H 1.387527 -2.105927 -1.726796 0.165 0.304 0.805 -0.094
```
Forces are in eV/Å.

## Properties
Spin multiplicity   1
HOMO   -0.3198 Eh
LUMO level   -0.24 eV
Relative energy (zero: lowest compared OMol25 entry of this formula, charge and spin)   0.9279 eV

=====

A structure of composition C22H21F2Si at a distorted geometry. Source: OMol25; level of theory: the ωB97M-V functional and the def2-TZVPD basis.

The geometry in XYZ format:
```
46
Properties=species:S:1:pos:R:3:forces:R:3:nbo_charge:R:1
F -2.943019 1.233810 -4.227665 1.235 -1.093 0.783 -0.320
C -1.784302 0.633684 -3.752926 -0.601 1.022 -0.746 0.403
C -0.658144 0.728665 -4.568654 0.043 -0.699 1.407 -0.229
C 0.509930 0.173131 -4.036889 0.045 0.049 -0.164 -0.181
C 0.545415 -0.378766 -2.753932 0.333 0.504 0.165 -0.191
C -0.545115 -0.299619 -1.878162 -0.067 -0.094 -1.485 -0.087
C -0.389666 -0.781162 -0.473238 -0.306 -4.598 -0.644 -0.221
C -1.607524 -0.813637 0.345886 0.074 -1.152 1.012 -0.256
C -1.828247 -1.736161 1.339523 0.331 1.185 -0.594 -0.038
C -3.046527 -1.841749 2.140562 -1.071 -0.076 0.738 -0.106
C -4.271066 -1.234479 1.754162 0.815 0.008 -0.480 -0.244
C -5.356835 -1.298592 2.592937 -1.406 0.107 0.418 0.403
F -6.549321 -0.727619 2.189091 1.386 -0.533 0.337 -0.321
C -5.343399 -1.936904 3.844756 1.110 -0.120 -0.843 -0.220
C -4.138502 -2.563736 4.218558 -1.005 0.583 -0.120 -0.195
C -3.032797 -2.516965 3.388505 1.023 0.008 -0.622 -0.165
C -1.767243 0.114198 -2.465292 -0.571 0.646 0.993 -0.243
H -0.688503 1.218745 -5.522348 -0.078 0.056 -0.237 0.253
H 1.426493 0.229774 -4.625419 -0.243 -0.221 0.172 0.237
H 1.479799 -0.807861 -2.386046 -0.088 0.205 -0.126 0.213
H 0.099367 -1.899283 -0.453143 -1.219 2.472 -0.305 0.258
H -2.442361 -0.227543 0.009805 0.062 0.582 0.215 0.219
H -1.003390 -2.389311 1.623588 -0.096 0.015 0.044 0.208
H -4.349241 -0.728837 0.782893 -0.183 -0.218 0.545 0.230
H -6.229343 -1.967310 4.464023 0.033 0.057 -0.060 0.250
H -4.096435 -3.060050 5.180120 0.115 -0.042 -0.109 0.236
H -2.094367 -2.991474 3.715756 -0.519 0.205 -0.176 0.219
H -2.727255 0.155691 -1.908208 0.870 -0.043 -0.478 0.238
C 2.421983 0.487814 2.510141 -1.898 0.130 0.872 -1.147
Si 2.302546 -0.074811 0.737435 3.047 0.971 1.115 1.474
H 0.643373 -0.383151 -0.002185 0.905 1.228 0.765 0.023
C 3.422411 1.087020 -0.180942 -0.402 1.477 -1.475 -0.557
C 4.820948 1.239691 -0.053340 0.780 0.051 -0.172 -0.128
C 5.550626 2.237367 -0.748517 -0.714 0.071 -0.143 -0.218
C 4.885474 3.133057 -1.603690 -0.445 -0.381 0.084 -0.174
C 3.496570 2.990751 -1.754515 0.319 0.125 -0.044 -0.209
C 2.801174 2.002612 -1.046520 -0.333 0.334 -0.512 -0.203
H 2.100148 -0.269005 3.218114 -0.263 -0.329 0.023 0.256
H 3.378587 0.811777 2.918210 0.579 -0.124 -0.968 0.300
H 1.777179 1.345701 2.717114 -0.136 0.070 -0.112 0.266
H 3.049434 -1.317493 0.687721 -0.754 -1.166 -0.349 -0.152
H 5.434501 0.582487 0.559361 -0.341 -0.084 0.075 0.214
H 6.642559 2.336562 -0.661133 -0.633 -0.324 0.222 0.236
H 5.425533 3.914307 -2.170606 -0.323 -0.618 0.486 0.236
H 2.962340 3.653662 -2.448101 0.170 -0.334 0.424 0.229
H 1.716214 1.935013 -1.216791 0.422 0.087 0.068 0.204
```
Forces are in eV/Å.

## Properties
Spin multiplicity   1
Charge   +1
HOMO   -0.4343 Eh
LUMO level   -6.08 eV
Relative energy (zero: lowest compared OMol25 entry of this formula, charge and spin)   0.4653 eV

=====

A cluster of 2 separate species, C3H7ClO in total at a distorted geometry. Source: OMol25; level of theory: the ωB97M-V functional and the def2-TZVPD basis.

The geometry in XYZ format:
```
12
Properties=species:S:1:pos:R:3:forces:R:3:nbo_charge:R:1
C 0.167642 1.537678 -0.144425 -0.670 3.001 -4.111 -0.638
C 0.008341 0.222805 0.470140 -0.901 -0.763 -3.523 -0.128
C 1.263181 -0.468106 0.664836 3.027 -1.478 2.186 -0.094
H 0.076661 1.753986 -1.344793 0.354 -1.418 2.816 0.236
H 1.081816 2.061520 0.123005 0.181 -0.270 0.252 0.222
H -0.663069 2.121955 0.215901 -0.238 0.543 0.150 0.219
H -0.452170 0.416603 1.305653 -1.581 0.684 5.124 0.207
H 1.303512 -1.444770 1.455256 -0.316 2.135 -2.994 0.215
H 1.759610 0.379494 1.555774 -0.679 -2.138 -3.155 0.196
H 3.171092 -0.613066 -0.718486 -6.228 -0.020 0.211 0.469
O 1.850916 -0.602576 -0.746422 5.327 0.061 3.288 -0.712
Cl -1.748222 -0.447610 -0.150837 1.723 -0.337 -0.244 -0.192
```
Forces are in eV/Å.

## Properties
Spin multiplicity   1
HOMO   -0.3823 Eh
LUMO level   -0.09 eV
Relative energy (zero: lowest compared OMol25 entry of this formula, charge and spin)   4.3208 eV

=====

A structure of composition C15H31BrP2Sr at a distorted geometry. Source: OMol25; level of theory: the ωB97M-V functional and the def2-TZVPD basis.

The geometry in XYZ format:
```
50
Properties=species:S:1:pos:R:3:forces:R:3:nbo_charge:R:1
P 0.611048 -2.095163 2.088090 -0.783 0.065 -0.709 1.560
P 0.140453 2.175015 1.865420 -0.509 1.175 -4.007 1.064
C 0.786967 -0.653244 0.979554 -0.168 0.353 -0.289 -0.773
C 1.195330 0.783861 1.398153 1.047 -0.972 -0.485 -0.763
H -0.106272 -0.679285 0.349451 0.156 0.189 0.240 0.223
H 1.591337 -0.972794 0.308174 0.166 -0.094 0.004 0.243
H 2.008683 0.706034 2.142884 -0.131 -0.004 0.355 0.222
H 1.698372 1.207945 0.510501 -0.106 -0.407 0.200 0.260
C -1.378235 3.001588 1.256730 -0.477 0.229 -0.200 -0.934
H -2.181211 2.996359 2.001423 -0.045 -0.320 -0.035 0.240
H -1.773518 2.716503 0.260047 0.348 -0.069 0.614 0.213
H -1.082398 4.048745 1.136706 0.046 0.068 0.022 0.237
C 1.295361 3.558378 1.892932 0.427 -0.165 -0.655 -0.961
H 0.981742 4.268756 1.107300 0.401 -0.189 0.495 0.244
H 2.288770 3.153590 1.640461 -0.153 0.443 0.196 0.230
H 1.315673 4.035175 2.882653 0.071 -0.038 -0.157 0.229
C -0.542720 -3.311843 1.382635 -0.472 -0.316 -0.145 -1.015
H -0.726028 -4.162571 2.064118 0.365 0.434 -0.030 0.265
H -0.169384 -3.729127 0.438295 0.168 0.202 0.168 0.251
H -1.537715 -2.888123 1.169736 0.309 0.285 0.172 0.281
C 2.210835 -2.872371 1.874410 0.601 0.116 0.573 -0.982
H 2.941641 -2.053318 1.868207 0.045 -0.255 -0.003 0.253
H 2.212902 -3.356631 0.882948 0.057 0.087 0.521 0.262
H 2.469942 -3.556261 2.693587 -0.130 -0.025 -0.423 0.260
Sr -2.162024 0.221504 -0.578000 -1.648 0.332 3.035 0.508
C -0.140321 1.477261 -1.935019 2.365 -0.088 -0.015 -0.487
C -1.442308 1.791068 -2.242629 -0.966 0.938 -1.124 -0.610
C -2.366244 0.864540 -3.044524 -0.323 0.592 -0.451 -0.497
C -1.945884 -0.664771 -3.210525 -0.391 0.704 0.001 -0.478
C -1.167889 -1.382687 -2.084019 0.828 -2.525 -1.922 -0.465
C 0.189691 -1.437976 -2.033609 -0.474 -0.367 -0.332 -0.141
C 1.177694 -0.583551 -2.752638 0.570 -0.118 -0.289 -0.470
C 0.812188 0.896496 -2.968263 0.362 -0.247 -0.276 -0.433
C 0.091190 -1.733805 3.760785 0.268 0.306 0.529 -1.017
H 0.441392 2.058391 -1.205735 -0.720 0.319 -0.189 0.191
H -1.784440 2.808682 -2.066173 -0.489 -0.058 0.018 0.207
H -2.621472 1.288959 -4.031980 0.344 -0.376 0.105 0.244
H -3.389984 0.915546 -2.569138 0.381 -0.304 -0.148 0.175
H -2.879142 -1.234949 -3.370824 0.268 0.217 0.143 0.236
H -1.393835 -0.752501 -4.156162 0.156 0.061 0.406 0.236
H -1.705291 -2.260361 -1.642117 0.445 0.896 -0.315 0.242
H 0.670311 -2.275132 -1.509877 -0.404 0.200 0.161 0.184
H 1.443813 -1.050868 -3.726180 -0.221 0.045 0.336 0.222
H 2.124244 -0.654139 -2.193265 -0.113 0.127 0.061 0.198
H 1.783770 1.451209 -2.954256 -0.699 -0.213 0.000 0.206
H 0.414420 1.052507 -3.991253 0.035 -0.158 0.475 0.197
H 0.268738 -0.672370 4.004576 -0.129 -0.415 -0.221 0.300
H 0.610944 -2.334800 4.514814 0.023 -0.138 -0.238 0.256
H -0.981515 -1.935710 3.822503 0.097 0.152 -0.074 0.286
Br -0.299621 1.826239 3.969089 -0.799 -0.674 3.900 -0.398
```
Forces are in eV/Å.

## Properties
Spin multiplicity   1
HOMO (alpha / beta)   -0.1178 / -0.1163 Eh
LUMO level (alpha / beta)   0.05 / 0.11 eV
Relative energy (zero: lowest compared OMol25 entry of this formula, charge and spin)   0.3283 eV